# 1
The following is a quantum chemistry calculation of a molecular structure, C6H18Si4 at a distorted geometry, from the OMol25 dataset.

CARTESIAN COORDINATES (ANGSTROEM)
1 C 0.587 0.330 1.586
2 C -1.539 0.788 0.076
3 C 1.966 1.101 1.681
4 C 0.585 -0.842 2.430
5 C -2.544 -0.272 0.560
6 C -2.215 1.614 -1.075
7 Si 0.128 -0.230 -0.373
8 Si -0.941 1.629 1.743
9 Si 1.688 0.882 -1.736
10 Si 0.624 -2.662 -1.968
11 H 2.088 1.730 0.798
12 H 2.839 0.414 1.368
13 H 2.254 1.358 2.658
14 H -0.204 -1.710 2.444
15 H 0.640 -0.472 3.429
16 H 1.595 -1.440 2.309
17 H -2.992 -0.755 -0.354
18 H -3.420 0.315 1.159
19 H -2.248 -1.098 1.194
20 H -3.303 1.346 -1.170
21 H -1.637 1.392 -1.934
22 H -2.137 2.685 -0.869
23 H 1.462 0.515 -3.174
24 H 2.920 0.417 -1.325
25 H 2.093 2.454 -1.971
26 H -0.644 -3.003 -2.979
27 H 0.616 -4.087 -1.528
28 H 1.739 -2.398 -2.978

Output
- M (u) = 202.6
- charge = 0
- LUMO level (eV) = -0.99
- HOMO-LUMO gap (eV) = 7.08


# 2
The following is a quantum chemistry calculation of 2 unconnected molecules or ions with the total composition C40H35BF6O2 at a distorted geometry, from the OMol25 dataset.

CARTESIAN COORDINATES (ANGSTROEM)
1 C -3.898 -1.909 3.519
2 C -2.618 -2.048 4.011
3 C -1.476 -2.317 3.068
4 C -0.088 -1.621 3.057
5 C 0.057 -0.122 2.942
6 C -0.752 0.825 3.580
7 C -0.430 2.187 3.453
8 C 0.740 2.597 2.808
9 C 1.547 1.644 2.194
10 C 1.227 0.306 2.298
11 C -1.877 -2.042 1.698
12 C -0.879 -1.974 0.709
13 C 0.130 -3.003 0.482
14 C 1.057 -2.812 -0.551
15 C 1.543 -3.909 -1.250
16 C 1.323 -5.198 -0.739
17 C 0.637 -5.369 0.477
18 C 0.039 -4.279 1.094
19 C -1.540 -1.382 -0.483
20 C -1.173 -1.308 -1.830
21 C -2.092 -0.803 -2.755
22 C -3.375 -0.399 -2.368
23 C -3.774 -0.508 -1.027
24 C -2.884 -1.029 -0.111
25 C -3.090 -1.470 1.292
26 C -4.136 -1.434 2.203
27 H -4.766 -2.117 4.152
28 H -2.440 -2.223 5.075
29 H -1.217 -3.371 3.244
30 H 0.408 -1.927 4.005
31 H 0.611 -2.048 2.334
32 H -1.552 0.511 4.269
33 H -1.074 2.952 3.888
34 H 1.029 3.649 2.789
35 H 2.445 1.953 1.677
36 H 1.941 -0.448 1.959
37 H 1.311 -1.792 -0.841
38 H 2.058 -3.770 -2.207
39 H 1.630 -6.074 -1.310
40 H 0.497 -6.355 0.926
41 H -0.600 -4.451 1.956
42 H -0.185 -1.618 -2.168
43 H -1.792 -0.748 -3.805
44 H -4.087 -0.053 -3.118
45 H -4.762 -0.212 -0.678
46 H -5.109 -1.082 1.877
47 C 3.388 2.366 -2.519
48 C 3.032 0.876 -2.442
49 C 3.788 0.135 -3.521
50 O 1.615 0.751 -2.668
51 B 1.059 0.820 -1.388
52 C -0.185 1.713 -1.153
53 C -1.017 1.655 -0.019
54 C -2.076 2.557 0.111
55 C -3.116 2.519 1.190
56 F -4.382 2.523 0.664
57 F -3.030 1.404 1.968
58 F -3.043 3.587 2.043
59 C -2.236 3.593 -0.797
60 C -1.434 3.621 -1.922
61 C -1.726 4.686 -2.937
62 F -2.026 5.889 -2.351
63 F -0.686 4.905 -3.791
64 F -2.810 4.328 -3.704
65 C -0.435 2.687 -2.133
66 O 1.917 0.352 -0.406
67 C 3.248 0.286 -0.974
68 C 3.747 -1.144 -0.907
69 C 4.178 1.071 -0.081
70 H 4.479 2.511 -2.481
71 H 3.023 2.795 -3.464
72 H 2.911 2.939 -1.705
73 H 4.866 0.291 -3.383
74 H 3.557 -0.936 -3.476
75 H 3.503 0.522 -4.511
76 H -0.803 0.940 0.782
77 H -2.994 4.357 -0.660
78 H 0.181 2.773 -3.023
79 H 4.826 -1.174 -1.084
80 H 3.565 -1.528 0.103
81 H 3.281 -1.827 -1.617
82 H 5.198 1.002 -0.471
83 H 3.916 2.127 0.009
84 H 4.159 0.626 0.920

Output
- M (u) = 672.5
- charge = 0
- LUMO level (eV) = -0.92
- HOMO-LUMO gap (eV) = 6.21
- structure (SMILES) = C1=C[C@H](Cc2ccccc2)C2=C(c3ccccc3)c3ccccc3C2=C1.CC1(C)OB(c2cc(C(F)(F)F)cc(C(F)(F)F)c2)OC1(C)C


Question: Which of these has the lowest LUMO level?
Answer: C6H18Si4


Question: HOMO-LUMO gap of number 2 (C40H35BF6O2)?
Answer: 6.21 eV


Question: Which formula does entry 1 have?
Answer: C6H18Si4